1.
Molecular formula: C23H36N5O3OsS2SeSi
Method: DFT, wB97M-V/def2-TZVPD

Geometry (Å):
Os (0.19000, -0.08410, -0.04790)
Se (0.14770, 2.52870, 0.00660)
S (3.09530, 0.14000, 0.10540)
S (1.91090, 0.17830, -1.59880)
Si (1.53760, -2.97500, 0.34680)
O (2.09660, 0.44110, 1.17200)
O (3.65120, -1.17010, 0.24060)
O (4.02600, 1.21950, -0.07130)
N (-4.05870, -0.27320, 1.04160)
N (0.05740, -2.06550, -0.10740)
N (1.47920, 2.77960, 2.52650)
N (2.76190, 3.26250, 0.82060)
N (-1.87080, 0.09540, 0.37710)
C (-3.40240, -3.84250, -1.59100)
C (4.94460, 3.43480, 2.06100)
C (1.53970, 2.86530, 1.18830)
C (1.83940, -2.35210, 2.13870)
C (-5.03630, -0.73660, 2.01170)
C (0.36480, 2.32270, 3.30800)
C (-5.54210, -2.13950, 1.69150)
C (4.63800, 3.07620, 4.43850)
C (-1.75460, -2.09640, -1.68800)
C (-4.62980, 0.32020, -0.16090)
C (-2.90660, -2.68140, -2.17020)
C (-1.06120, -2.66690, -0.60020)
C (1.42490, -4.86820, 0.65810)
C (-1.57460, -3.84430, -0.03360)
C (-2.73150, -4.41220, -0.52000)
C (-2.74400, -0.39190, 1.22070)
C (2.75060, 2.98880, 3.02730)
C (2.46440, -3.05980, -1.34040)
C (-2.21980, -1.05670, 2.45670)
C (3.27200, 2.90250, 4.31130)
C (5.46040, 3.32830, 3.33720)
C (3.57570, 3.27690, 1.92830)
C (-4.80070, 1.83300, -0.03130)
H (6.52530, 3.42050, 3.48350)
H (-3.43000, -2.24010, -3.00540)
H (-4.01640, 0.06170, -1.02800)
H (-1.31640, -1.22360, -2.17070)
H (-1.13650, -1.14460, 2.36970)
H (-5.60920, -0.13640, -0.31170)
H (-4.60690, -0.71310, 3.01160)
H (-4.72480, -2.85510, 1.67180)
H (-2.64970, -2.04690, 2.57860)
H (5.56380, 3.59810, 1.19600)
H (-3.10430, -5.31380, -0.06270)
H (-0.51900, 2.23840, 2.67230)
H (2.44540, -5.22910, 0.74320)
H (5.08940, 2.99690, 5.41520)
H (1.45800, -3.04780, 2.88160)
H (-2.29070, 0.62160, -0.39250)
H (-6.25490, -2.43780, 2.45290)
H (-4.29340, -4.30710, -1.97900)
H (-2.45980, -0.45970, 3.33700)
H (3.53800, -3.05560, -1.18880)
H (-5.44390, 2.06620, 0.81340)
H (2.65050, 2.69700, 5.16910)
H (0.59230, 1.34140, 3.73390)
H (-5.87130, -0.03300, 1.99360)
H (0.16320, 3.03190, 4.11340)
H (-6.04380, -2.16730, 0.72850)
H (2.19630, -3.97340, -1.86870)
H (2.90220, -2.23910, 2.30510)
H (-5.27790, 2.22220, -0.92640)
H (-1.05130, -4.27190, 0.80320)
H (2.23390, -2.21860, -1.98990)
H (3.11790, 3.22510, -0.12420)
H (0.95860, -5.39670, -0.16250)
H (-3.84690, 2.33680, 0.11290)
H (1.38580, -1.38200, 2.32100)
H (0.91470, -5.12950, 1.57600)

highest occupied orbital energy (spin up / spin down)	-10.73 / -10.75	eV
energy above the lowest of the compared OMol25 structures with the same formula, charge and spin	0.000	eV
HOMO-LUMO gap (spin up / spin down)	5.985 / 5.823	eV
molecular weight	791.98	g mol⁻¹
E	-4975.32312	a.u.
maximum force	2.6	eV/A
charge	+1

These are the Löwdin partial charges, in e, on atoms 1 to 6:
1 Os 1.03
2 Se 0.69
3 S 0.14
4 S 0.44
5 Si 0.54
6 O -0.50

---

2.
Molecular formula: C23H36P2Ru
Method: DFT, wB97M-V/def2-TZVPD

Geometry (Å):
Ru (-2.69221, -0.80601, 0.59514)
P (-1.12900, -0.03902, -1.92684)
P (-2.63843, 1.49453, 0.44386)
C (1.64989, 1.57497, -0.42414)
C (-2.06615, 3.10900, 1.27034)
C (2.91791, 1.88874, -2.38454)
C (-4.51215, 1.76219, 0.28341)
C (2.60749, -0.61738, -2.26978)
C (1.00808, 0.49617, -0.77295)
C (-2.47748, 2.15710, -1.26983)
C (1.34743, -0.89309, -0.26558)
C (3.38439, -3.22805, 4.24059)
C (3.34653, 0.51543, -2.20625)
C (-3.28049, -0.10101, 2.44103)
C (1.09248, -3.73582, 3.67772)
C (2.57204, -1.45020, -1.02574)
C (-1.12248, -1.81068, 1.27669)
C (2.21817, -1.87590, 2.64330)
C (3.43874, -2.20373, 3.29116)
C (-0.25948, -2.19101, 2.19565)
C (-1.45164, -1.73188, -2.32351)
C (-0.39549, 0.69605, -3.45140)
C (-2.63692, 0.84109, -2.06207)
C (2.23850, -4.07801, 4.36352)
C (2.42668, 2.57210, -1.10644)
C (0.97951, -2.51329, 2.89140)
H (3.45282, -1.15983, -0.42807)
H (1.28292, 1.86817, 0.52441)
H (-3.26779, 2.89322, -1.49301)
H (2.41468, -1.18894, 1.85231)
H (2.04038, 2.13057, -2.97964)
H (-2.83827, 1.09482, -3.11262)
H (1.75615, 3.45861, -1.13184)
H (3.71810, 2.48631, -2.75690)
H (3.23752, 2.99809, -0.45250)
H (-3.52516, 0.28297, -1.70695)
H (2.30634, -4.98028, 5.02617)
H (-1.03968, 3.34858, 0.94037)
H (-4.78469, 2.42674, -0.57706)
H (-1.98075, -1.73752, -3.30136)
H (2.56395, -2.53196, -1.33458)
H (-2.73949, 3.94837, 0.99551)
H (0.62610, 0.32003, -3.67023)
H (-1.51922, 2.68149, -1.40200)
H (-2.01770, 3.06038, 2.36144)
H (4.27043, -3.38516, 4.87613)
H (-3.25055, -0.73459, 3.32491)
H (-4.74560, 0.72689, 0.05362)
H (1.51652, -0.78048, 0.81110)
H (0.05119, 0.74697, -0.19105)
H (-4.35606, 0.15789, 2.27870)
H (0.33261, -4.51782, 3.65562)
H (0.56038, -1.64910, -0.27745)
H (4.42843, 0.40233, -2.13989)
H (-5.00202, 2.06397, 1.20384)
H (-0.48473, -2.24294, -2.39059)
H (4.40862, -1.70417, 3.04242)
H (2.09862, -1.10116, -3.13769)
H (-2.09351, -2.16452, -1.52782)
H (-1.09570, 0.41977, -4.26093)
H (-0.35047, 1.80108, -3.34169)
H (-2.54026, 0.72888, 2.54257)

highest occupied orbital energy (spin up / spin down)	-12.05 / -14.04	eV
energy above the lowest of the compared OMol25 structures with the same formula, charge and spin	7.819	eV
multiplicity	5
HOMO-LUMO gap (spin up / spin down)	4.511 / 5.645	eV
molecular weight	475.56	g mol⁻¹
E	-1674.40541	a.u.
maximum force	7.7	eV/A
charge	+2

These are the Löwdin partial charges, in e, on atoms 1 to 6:
1 Ru 0.81
2 P 0.85
3 P 0.80
4 C -0.07
5 C -0.18
6 C -0.17

---

3.
Molecular formula: C23H37BrNNbO13P3S
Method: DFT, wB97M-V/def2-TZVPD

Geometry (Å):
Nb (-1.13946, 2.42279, -2.53567)
Br (-1.14957, 4.24969, 1.11259)
S (-1.14687, 0.65683, -5.92878)
P (-1.92576, 4.34965, -1.00669)
P (-0.09074, 3.97353, -4.36422)
P (-0.49953, 0.36835, -4.09660)
O (4.83760, -5.61607, 0.19151)
O (-3.56270, 4.40059, -0.76803)
O (-0.21135, -0.91222, 3.94244)
O (1.71413, -2.66690, 3.56809)
O (1.09880, 0.00681, -4.16586)
O (-1.02838, -4.10939, 7.29750)
O (-1.13004, -1.07314, -3.59743)
O (-2.52629, 0.25867, 4.38086)
O (2.08516, -1.91262, 1.11552)
O (-3.32699, -2.99777, 7.66384)
O (0.01235, 5.49958, -3.68585)
O (-1.46658, 0.77391, 1.21456)
O (4.40748, -6.40219, 2.61449)
N (-4.38883, 0.63235, -3.64740)
C (2.41638, 0.67698, -1.20312)
C (-2.31270, 0.98210, 0.11920)
C (-0.87732, -1.42379, 4.81999)
C (-4.36851, 1.96473, -3.03680)
C (0.71820, 2.54106, -1.24528)
C (3.85227, -5.35045, 2.33856)
C (-2.65731, -2.45208, 6.79978)
C (-2.23148, -0.79762, 5.11023)
C (-0.46537, -2.57696, 5.59726)
C (-3.16213, 2.81888, -3.47695)
C (3.49050, -3.70394, 0.48726)
C (-2.64444, -0.13420, 1.03096)
C (3.43152, -0.07265, -2.09581)
C (2.09250, 2.08211, -1.74771)
C (-1.79178, 0.67321, -1.25748)
C (-3.06149, -1.29487, 6.04502)
C (-1.29674, -3.06167, 6.52769)
C (4.05529, -4.83557, 0.92690)
C (2.47325, -3.44738, 2.81700)
C (3.03941, -4.58417, 3.25225)
C (2.92431, 0.79053, 0.25535)
C (2.65597, -2.94559, 1.39717)
C (1.66286, 3.68986, -4.82635)
H (1.42305, -1.91259, 3.01310)
H (2.24412, 2.11008, -2.83019)
H (-3.35103, 0.10812, 1.82075)
H (-0.53174, -1.48015, -2.95459)
H (5.09098, -6.35940, 0.77555)
H (-3.97345, 3.55302, -0.98262)
H (2.33024, 3.90175, -3.98236)
H (2.91292, -4.95119, 4.26086)
H (3.71388, 0.06074, 0.46644)
H (-1.81858, -4.22279, 7.86512)
H (2.98175, -0.97435, -2.52845)
H (-2.98618, 1.83211, 0.23651)
H (4.32454, -0.38023, -1.54047)
H (3.74236, 0.53721, -2.95099)
H (2.86328, 2.75486, -1.33495)
H (-3.08744, 2.79341, -4.57240)
H (-0.89204, 0.07570, -1.02806)
H (1.78813, 2.63649, -5.10156)
H (-2.16752, -1.10673, 0.97179)
H (1.28033, -0.30175, -5.06892)
H (-4.44505, 1.86798, -1.93914)
H (0.50533, -3.00976, 5.39550)
H (3.62725, -3.32671, -0.51687)
H (-4.20232, -0.11666, -2.99849)
H (3.32342, 1.78788, 0.47499)
H (0.79046, 3.59997, -0.94017)
H (1.48572, 0.09735, -1.13361)
H (-3.42475, 3.86663, -3.24868)
H (-5.29132, 2.48974, -3.33222)
H (1.94404, 4.30951, -5.68508)
H (-1.78415, 0.43403, 3.76232)
H (-3.75330, 0.56887, -4.43484)
H (2.12178, 0.60495, 0.97706)
H (-4.02685, -0.85579, 6.25367)
H (0.73387, 5.55987, -3.04292)
H (0.48741, 2.01306, -0.30590)
H (-2.48478, -0.00615, -1.76019)

highest occupied orbital energy	-4.47	eV
HOMO-LUMO gap	4.481	eV
molecular weight	833.34	g mol⁻¹
E	-5984.71109	a.u.
maximum force	2.4	eV/A
charge	-1

These are the Löwdin partial charges, in e, on atoms 1 to 6:
1 Nb 1.16
2 Br 0.19
3 S 0.14
4 P 0.35
5 P 0.66
6 P 0.09

---

- Number 1 is which compound?
  C23H36N5O3OsS2SeSi